Density functional theory data (wB97M-V/def2-TZVPD) for one molecule with the formula C5H10O in a non-equilibrium geometry.

- energy (a.u.) = -271.6487
- ΔE to the lowest compared entry with this formula, charge and spin (kcal per mole) = 65.23
- structure (SMILES) = C=C[C@H](O)CC
- E_HOMO (eV) = -9.693

```
! wB97M-V def2-TZVPD RIJCOSX def2/J DEFGRID3
* xyz 0 1
C -2.32 -0.54 -0.10
C -1.59 0.58 0.22
C -0.13 0.59 0.28
O 0.49 1.77 -0.19
C 0.59 -0.61 -0.19
C 2.05 -0.48 0.18
H -2.00 -1.46 -0.61
H -3.42 -0.40 -0.14
H -2.12 1.38 0.63
H -0.04 0.81 1.34
H 0.69 1.82 -1.21
H 0.20 -1.43 0.33
H 0.43 -0.69 -1.25
H 2.71 -1.01 -0.75
H 2.10 -1.03 1.30
H 2.37 0.70 0.16
*
```

Here are the natural (NBO) charges for atoms 1 to 4, given in e: number 1, C, carries -0.4137; number 2, C, carries -0.1708; number 3, C, carries 0.0462; number 4, O, carries -0.7279

Density functional theory data (wB97M-V/def2-TZVPD) for an isolated ion of composition C26H33N4O and charge +1 in a non-equilibrium geometry.

- energy (a.u.) = -1304.5549
- ΔE to the lowest compared entry with this formula, charge and spin (kcal per mole) = 0.00
- structure (SMILES) = CCC[NH2+][C@H](/C=C/N1[C@H](Cc2ccccc2)C(=O)N(C)C1(C)C)c1ccc(C#N)cc1
- E_HOMO (eV) = -10.934

```
! wB97M-V def2-TZVPD RIJCOSX def2/J DEFGRID3
* xyz 1 1
C 6.06 -0.36 0.54
C 4.95 -0.76 1.50
C 3.66 -1.32 0.85
N 2.54 -1.44 1.90
C 1.68 -2.57 1.87
C 0.59 -2.46 0.84
C 0.80 -2.45 -0.50
N -0.21 -2.53 -1.42
C 0.12 -2.29 -2.82
C 0.73 -0.91 -3.04
C 1.14 -0.70 -4.48
C 0.69 0.43 -5.16
C 0.98 0.57 -6.52
C 1.76 -0.39 -7.17
C 2.27 -1.49 -6.46
C 1.97 -1.64 -5.10
C -1.23 -2.49 -3.52
O -1.46 -2.40 -4.72
N -2.14 -2.81 -2.56
C -3.54 -3.01 -2.88
C -1.65 -2.77 -1.18
C -2.35 -1.63 -0.43
C -1.96 -4.11 -0.49
C 1.17 -2.81 3.32
C 2.13 -2.99 4.33
C 1.72 -3.23 5.64
C 0.36 -3.30 5.95
C -0.07 -3.61 7.29
N -0.40 -3.90 8.37
C -0.60 -3.12 4.95
C -0.18 -2.82 3.65
H 6.91 0.04 1.09
H 6.44 -1.20 -0.05
H 5.76 0.43 -0.16
H 5.33 -1.52 2.19
H 4.67 0.12 2.10
H 3.24 -0.66 0.08
H 3.76 -2.33 0.45
H 2.95 -1.29 2.84
H 1.93 -0.64 1.75
H 2.29 -3.44 1.61
H -0.43 -2.46 1.21
H 1.80 -2.33 -0.95
H 0.81 -3.09 -3.17
H 0.01 -0.15 -2.73
H 1.62 -0.82 -2.39
H 0.09 1.16 -4.62
H 0.58 1.43 -7.06
H 1.98 -0.29 -8.24
H 2.88 -2.24 -6.96
H 2.35 -2.49 -4.53
H -3.66 -2.97 -3.96
H -3.88 -3.98 -2.51
H -4.16 -2.23 -2.43
H -2.36 -0.71 -1.04
H -3.39 -1.92 -0.23
H -1.87 -1.41 0.53
H -1.71 -4.94 -1.17
H -1.40 -4.21 0.44
H -3.03 -4.15 -0.26
H 3.20 -2.95 4.11
H 2.45 -3.36 6.44
H -1.67 -3.20 5.17
H -0.95 -2.58 2.91
*
```

Here are the natural (NBO) charges for atoms 1 to 4, given in e: number 1, C, carries -0.6123; number 2, C, carries -0.4251; number 3, C, carries -0.2058; number 4, N, carries -0.5119

Density functional theory data (wB97M-V/def2-TZVPD) for one molecule with the formula C7H7BrO2S in a non-equilibrium geometry.

- energy (a.u.) = -3393.5571
- ΔE to the lowest compared entry with this formula, charge and spin (kcal per mole) = 4.13
- structure (SMILES) = CC(=O)[C@@H](O)c1cscc1Br
- E_HOMO (eV) = -9.018

```
! wB97M-V def2-TZVPD RIJCOSX def2/J DEFGRID3
* xyz 0 1
C 0.20 -0.20 -2.33
C 1.36 0.01 -1.36
O 2.52 0.20 -1.59
C 0.96 -0.46 0.13
O 2.00 -0.02 0.99
C -0.38 -0.16 0.84
C -1.29 -1.14 1.16
S -2.82 -0.36 1.82
C -1.97 1.20 1.84
C -0.75 1.09 1.25
Br 0.33 2.66 1.06
H 0.11 0.65 -3.15
H -0.76 -0.29 -1.66
H 0.43 -1.08 -2.94
H 0.97 -1.49 0.05
H 2.85 -0.47 0.80
H -1.14 -2.21 1.20
H -2.60 2.07 1.89
*
```

Here are the natural (NBO) charges for atoms 1 to 4, given in e: number 1, C, carries -0.7514; number 2, C, carries 0.5998; number 3, O, carries -0.5201; number 4, C, carries -0.0117

Density functional theory data (wB97M-V/def2-TZVPD) for an isolated ion of composition C5H8N2 and charge +2 in a non-equilibrium geometry.

- energy (a.u.) = -304.0471
- ΔE to the lowest compared entry with this formula, charge and spin (kcal per mole) = 12.10
- structure (SMILES) = C=[N+]1C=[NH+]C=C1C
- E_HOMO (eV) = -19.577

```
! wB97M-V def2-TZVPD RIJCOSX def2/J DEFGRID3
* xyz 2 1
C 1.57 -1.11 0.44
N 0.32 -0.71 0.24
C -0.83 -1.48 0.48
N -1.84 -0.79 0.12
C -1.55 0.53 -0.22
C -0.17 0.62 -0.15
C 0.77 1.69 -0.69
H 2.51 -0.35 0.35
H 1.87 -2.02 1.02
H -0.64 -2.53 0.67
H -2.79 -1.06 0.15
H -2.27 1.32 -0.19
H 0.16 2.58 -1.07
H 1.46 1.34 -1.39
H 1.43 1.96 0.24
*
```

Here are the natural (NBO) charges for atoms 1 to 4, given in e: number 1, C, carries 0.2753; number 2, N, carries -0.3620; number 3, C, carries 0.3583; number 4, N, carries -0.3572

Density functional theory data (wB97M-V/def2-TZVPD) for an isolated ion of composition C5H12N2 and charge +1 in a non-equilibrium geometry.

- energy (a.u.) = -306.7436
- ΔE to the lowest compared entry with this formula, charge and spin (kcal per mole) = 130.27
- E_HOMO (spin up / spin down) (eV) = -14.112 / -13.162

```
! wB97M-V def2-TZVPD RIJCOSX def2/J DEFGRID3
* xyz 1 2
C 0.46 0.34 0.35
C 1.56 -0.53 -0.15
C 1.06 -1.33 -1.54
C 1.27 -0.59 -2.67
N -0.81 -0.41 0.80
C -1.68 0.22 1.73
N -2.42 1.61 1.43
H 0.32 1.29 -0.25
H 0.87 0.59 1.33
H 2.44 0.16 -0.32
H 1.77 -1.54 0.30
H 0.76 -2.37 -1.27
H 1.63 -1.11 -3.52
H 1.54 0.49 -2.44
H -1.29 -0.51 -0.14
H -1.02 0.46 2.53
H -2.34 -0.69 1.83
H -2.38 1.64 0.34
H -1.76 2.29 1.66
*
```

Here are the natural (NBO) charges for atoms 1 to 4, given in e: number 1, C, carries -0.2815; number 2, C, carries -0.4380; number 3, C, carries -0.1425; number 4, C, carries -0.3131

Density functional theory data (wB97M-V/def2-TZVPD) for a 7-piece molecular cluster, C60H70F4N12O8S4 overall in a non-equilibrium geometry.

- energy (a.u.) = -5576.0457
- ΔE to the lowest compared entry with this formula, charge and spin (kcal per mole) = 110.01
- E_HOMO (eV) = -21.006

```
! wB97M-V def2-TZVPD RIJCOSX def2/J DEFGRID3
* xyz 8 1
C -2.73 -5.39 -4.26
N -1.65 -4.49 -3.87
C -1.89 -3.18 -3.71
C -0.86 -2.26 -3.47
C 0.42 -2.76 -3.21
C 0.58 -4.14 -3.15
C -0.44 -5.00 -3.57
C 1.59 -1.84 -2.84
C 1.72 -0.59 -3.45
C 2.83 0.22 -3.21
N 3.70 -0.06 -2.22
C 3.65 -1.29 -1.62
C 2.61 -2.17 -1.94
C 4.63 0.96 -1.76
H -3.49 -4.83 -4.82
H -3.25 -5.78 -3.39
H -2.36 -6.23 -4.85
H -2.88 -2.87 -4.01
H -1.01 -1.19 -3.45
H 1.56 -4.47 -2.87
H -0.30 -6.07 -3.57
H 1.05 -0.16 -4.17
H 2.88 1.12 -3.81
H 4.38 -1.60 -0.89
H 2.52 -3.11 -1.40
H 4.12 1.90 -1.58
H 5.32 1.09 -2.59
H 5.18 0.69 -0.86
C -2.10 3.91 2.18
N -1.83 3.00 3.31
C -1.96 1.65 3.10
C -1.62 0.81 4.15
C -1.27 1.26 5.42
C -1.17 2.63 5.53
C -1.39 3.52 4.46
C -1.02 0.32 6.53
C 0.00 0.65 7.45
C 0.28 -0.12 8.53
N -0.43 -1.18 8.83
C -1.38 -1.63 7.95
C -1.67 -0.89 6.79
C -0.05 -2.03 9.95
H -3.13 3.82 1.83
H -1.42 3.60 1.39
H -1.89 4.95 2.42
H -2.31 1.29 2.15
H -1.83 -0.25 4.08
H -0.79 3.05 6.45
H -1.20 4.57 4.56
H 0.70 1.43 7.20
H 1.09 0.13 9.20
H -1.79 -2.60 8.16
H -2.53 -1.13 6.18
H -0.95 -2.38 10.44
H 0.42 -1.43 10.73
H 0.65 -2.84 9.73
C -4.78 -10.06 3.42
N -4.88 -8.79 2.67
C -4.37 -8.78 1.40
C -4.23 -7.59 0.72
C -4.74 -6.43 1.26
C -5.31 -6.49 2.55
C -5.38 -7.69 3.26
C -4.68 -5.11 0.61
C -4.07 -4.08 1.37
C -4.14 -2.76 0.89
N -4.67 -2.53 -0.34
C -5.15 -3.48 -1.12
C -5.14 -4.79 -0.65
C -4.79 -1.13 -0.84
H -5.69 -10.64 3.30
H -4.47 -9.98 4.46
H -4.04 -10.72 2.97
H -4.11 -9.76 1.02
H -3.81 -7.54 -0.27
H -5.79 -5.67 3.06
H -5.79 -7.73 4.26
H -3.59 -4.26 2.31
H -3.69 -1.91 1.38
H -5.41 -3.24 -2.14
H -5.69 -5.53 -1.21
H -4.52 -1.07 -1.90
H -4.08 -0.56 -0.24
H -5.84 -0.88 -0.66
C 4.73 -5.97 3.69
N 4.41 -4.57 3.42
C 5.12 -3.62 4.07
C 4.94 -2.26 3.76
C 3.94 -1.88 2.92
C 3.12 -2.85 2.34
C 3.39 -4.23 2.61
C 3.60 -0.45 2.67
C 4.50 0.50 2.17
C 4.09 1.84 2.01
N 2.85 2.16 2.29
C 1.93 1.30 2.81
C 2.35 0.01 3.11
C 2.52 3.57 2.12
H 3.77 -6.43 3.94
H 5.52 -6.07 4.43
H 5.08 -6.40 2.75
H 5.89 -3.97 4.75
H 5.59 -1.58 4.30
H 2.30 -2.54 1.71
H 2.89 -5.07 2.15
H 5.51 0.38 1.80
H 4.63 2.66 1.55
H 0.92 1.64 2.97
H 1.60 -0.62 3.56
H 2.47 3.77 1.05
H 3.32 4.10 2.62
H 1.59 3.78 2.65
C 2.14 4.89 -2.42
N 2.22 5.58 -3.76
C 2.49 6.92 -3.78
C 2.65 7.60 -4.98
C 2.62 6.87 -6.18
C 2.37 5.52 -6.14
C 2.23 4.87 -4.91
C 2.92 7.59 -7.45
C 2.28 8.81 -7.74
C 2.53 9.44 -8.95
N 3.49 8.96 -9.75
C 4.09 7.80 -9.53
C 3.82 7.11 -8.36
C 3.84 9.71 -10.98
H 2.97 5.20 -1.78
H 2.28 3.82 -2.51
H 1.23 5.17 -1.90
H 2.43 7.34 -2.78
H 2.63 8.67 -5.11
H 2.29 5.00 -7.08
H 2.04 3.81 -4.85
H 1.56 9.14 -7.01
H 2.24 10.44 -9.26
H 4.92 7.52 -10.17
H 4.33 6.17 -8.17
H 3.84 10.79 -10.82
H 3.09 9.41 -11.72
H 4.89 9.54 -11.21
N -0.51 1.03 0.56
S 0.02 1.62 -0.96
O -0.64 1.22 -2.17
O 1.42 1.94 -1.01
F -0.49 3.13 -0.70
S -0.19 -0.46 0.19
O 1.22 -0.78 0.19
O -1.09 -1.22 -0.63
F -0.58 -0.98 1.68
N -5.94 2.15 -0.97
S -5.69 2.43 0.69
O -6.34 3.62 1.15
O -4.48 1.92 1.34
F -6.73 1.29 1.18
S -4.59 2.63 -1.47
O -3.49 1.70 -1.37
O -4.36 4.05 -1.28
F -4.98 2.43 -3.01
*
```

Here are the Mulliken charges for atoms 1 to 4, given in e: number 1, C, carries -0.8566; number 2, N, carries 0.1121; number 3, C, carries -0.3860; number 4, C, carries -0.6970

Density functional theory data (wB97M-V/def2-TZVPD) for a 2-piece molecular cluster, C14H16O overall in a non-equilibrium geometry.

- energy (a.u.) = -618.3049
- ΔE to the lowest compared entry with this formula, charge and spin (kcal per mole) = 6.99
- structure (SMILES) = Cc1ccc(O)cc1.Cc1ccccc1
- E_HOMO (eV) = -8.377

```
! wB97M-V def2-TZVPD RIJCOSX def2/J DEFGRID3
* xyz 0 1
C -3.07 2.93 -1.30
C -2.31 1.79 -1.92
C -2.54 1.40 -3.23
C -1.82 0.35 -3.80
C -0.83 -0.28 -3.06
O -0.11 -1.28 -3.67
C -0.61 0.08 -1.74
C -1.32 1.14 -1.19
H -3.08 2.93 -0.21
H -4.11 3.00 -1.64
H -2.64 3.89 -1.59
H -3.37 1.84 -3.78
H -1.97 -0.06 -4.78
H 0.46 -1.71 -3.00
H 0.24 -0.36 -1.22
H -1.15 1.41 -0.15
C 0.50 -2.46 1.27
C 1.43 -1.58 2.05
C 2.68 -1.20 1.53
C 3.55 -0.42 2.26
C 3.20 0.06 3.51
C 1.96 -0.28 4.04
C 1.09 -1.09 3.30
H 0.41 -2.19 0.22
H -0.51 -2.50 1.66
H 0.88 -3.47 1.32
H 3.01 -1.61 0.57
H 4.51 -0.11 1.85
H 3.83 0.77 4.02
H 1.56 0.27 4.88
H 0.13 -1.28 3.77
*
```

Here are the natural (NBO) charges for atoms 1 to 4, given in e: number 1, C, carries -0.6253; number 2, C, carries -0.0580; number 3, C, carries -0.1859; number 4, C, carries -0.2652

Density functional theory data (wB97M-V/def2-TZVPD) for a 4-piece molecular cluster, C38H41F24N5O7S3 overall in a non-equilibrium geometry.

- energy (a.u.) = -5864.2301
- structure (SMILES) = CCC(=O)OCCc1cc(S(C)(=O)=O)c2ncc(CCCSC(=S)n3ccnc3)nc2c1CCN.FC(F)C(F)(F)COC(F)(F)C(F)F.FC(F)C(F)(F)COC(F)(F)C(F)F.FC(F)C(F)(F)COC(F)(F)C(F)F
- E_HOMO (eV) = -8.958

```
! wB97M-V def2-TZVPD RIJCOSX def2/J DEFGRID3
* xyz 0 1
C 2.80 0.10 5.21
C 2.64 -0.45 3.74
C 3.99 -0.81 3.04
O 4.79 -1.48 3.65
O 4.32 -0.44 1.74
C 4.69 -1.57 0.92
C 3.86 -1.49 -0.45
C 3.08 -0.12 -0.50
C 3.87 1.05 -1.01
C 3.19 2.32 -1.11
S 4.21 3.71 -1.79
C 4.08 3.66 -3.62
O 3.90 5.01 -1.20
O 5.61 3.38 -1.41
C 1.75 2.55 -0.74
N 1.25 3.83 -0.92
C -0.05 3.85 -0.54
C -0.86 2.71 -0.02
C -2.35 2.99 0.39
C -3.28 1.71 0.39
C -3.62 1.35 1.91
S -5.23 0.43 2.03
C -4.82 -1.35 1.71
S -4.61 -2.34 3.02
N -4.69 -1.78 0.36
C -5.34 -1.10 -0.68
C -5.03 -1.78 -1.93
N -4.15 -2.81 -1.51
C -3.93 -2.85 -0.19
N -0.35 1.46 0.11
C 1.00 1.37 -0.25
C 1.66 0.01 -0.12
C 0.92 -1.29 0.35
C 0.06 -1.15 1.67
N -1.37 -1.22 1.24
H 1.79 0.12 5.70
H 3.21 1.15 5.16
H 3.46 -0.59 5.79
H 2.15 0.37 3.13
H 1.97 -1.35 3.66
H 5.80 -1.53 0.70
H 4.42 -2.54 1.41
H 3.20 -2.37 -0.64
H 4.63 -1.41 -1.28
H 4.94 0.96 -1.31
H 5.12 3.58 -4.04
H 3.56 2.70 -3.91
H 3.50 4.52 -4.06
H -0.57 4.84 -0.61
H -2.30 3.47 1.42
H -2.73 3.81 -0.29
H -4.28 2.05 -0.04
H -2.88 0.84 -0.18
H -2.75 0.78 2.34
H -3.71 2.29 2.54
H -6.01 -0.22 -0.54
H -5.38 -1.49 -2.94
H -3.31 -3.56 0.39
H 1.60 -2.17 0.48
H 0.21 -1.57 -0.49
H 0.24 -1.96 2.43
H 0.17 -0.14 2.15
H -1.57 -2.09 0.76
H -2.00 -1.05 2.03
F 0.13 -0.99 -2.96
C -1.01 -0.53 -2.39
F -1.74 -1.61 -2.04
C -1.81 0.36 -3.33
F -2.28 -0.34 -4.39
F -2.92 0.77 -2.64
C -1.11 1.64 -3.83
O -0.49 1.58 -5.12
C 0.80 1.05 -5.21
F 1.32 0.93 -3.97
F 1.55 1.97 -5.85
C 0.84 -0.26 -6.00
F 0.01 -1.19 -5.49
F 2.09 -0.79 -5.98
H -0.74 0.01 -1.47
H -1.90 2.38 -3.96
H -0.44 2.06 -3.08
H 0.56 -0.09 -7.04
F 5.52 -1.89 10.79
C 5.83 -0.88 9.96
F 5.21 0.23 10.44
C 5.39 -1.14 8.52
F 4.04 -1.20 8.43
F 5.76 -0.06 7.77
C 5.99 -2.38 7.83
O 5.21 -3.58 7.83
C 5.26 -4.40 8.97
F 6.28 -4.01 9.76
F 5.58 -5.64 8.53
C 3.92 -4.46 9.71
F 3.49 -3.24 10.06
F 4.04 -5.19 10.85
H 6.91 -0.71 10.01
H 6.07 -2.13 6.77
H 7.02 -2.57 8.15
H 3.16 -4.92 9.08
F -8.08 0.59 -6.51
C -7.94 0.37 -7.83
F -8.61 -0.78 -8.10
C -6.47 0.23 -8.25
F -5.91 -0.87 -7.69
F -6.45 0.02 -9.59
C -5.57 1.45 -7.98
O -4.77 1.43 -6.79
C -5.38 1.84 -5.60
F -6.55 2.44 -5.86
F -4.58 2.80 -5.08
C -5.51 0.70 -4.58
F -6.19 -0.35 -5.09
F -6.18 1.11 -3.48
H -8.43 1.18 -8.37
H -4.83 1.45 -8.78
H -6.10 2.39 -8.09
H -4.52 0.34 -4.27
*
```

Here are the Mulliken charges for atoms 1 to 4, given in e: number 1, C, carries -1.1223; number 2, C, carries 0.5220; number 3, C, carries 0.3781; number 4, O, carries -0.5990